Below is a cluster of 16 separate species, C61H163N23O25 in total in a non-equilibrium geometry, with properties calculated with ωB97M-V/def2-TZVPD.

Properties
- Total energy: -151347.8329 eV
- E_HOMO: -8.198 eV
- E_LUMO: 0.254 eV
- ΔE to the lowest compared entry with this formula, charge and spin: 658.8 kJ/mol
- Kohn-Sham gap: 0.311 Ha

Geometry as ORCA input:
```
! RIJCOSX wB97M-V def2-TZVPD def2/J DEFGRID3
* xyz 0 1
C -3.5903 -0.6699 -2.3262
O -4.9745 -0.7229 -2.0789
C -5.0918 -0.7765 -0.6215
C -6.4743 -1.2244 -0.2079
N -6.8917 -0.9083 1.1783
C -6.0884 -1.5137 2.2624
C -6.3949 -3.0456 2.4642
O -7.7207 -3.2589 2.8247
C -8.2411 -4.5571 2.7571
H -2.9150 -1.1614 -1.6259
H -3.3906 0.4013 -2.3545
H -3.2872 -0.8906 -3.3497
H -4.8942 0.2052 -0.1909
H -4.4203 -1.5399 -0.2285
H -6.6972 -2.2520 -0.4951
H -7.1851 -0.7850 -0.9077
H -7.8038 -1.2839 1.3949
H -6.4025 -0.9844 3.1620
H -5.0361 -1.2363 2.3235
H -5.7913 -3.3151 3.3309
H -6.1000 -3.6398 1.5993
H -8.0754 -4.8222 1.7129
H -9.3008 -4.5507 3.0125
H -7.6914 -5.2318 3.4133
C -0.3079 1.3325 11.7147
O -0.6032 1.8214 10.3802
C -0.3250 3.1833 10.3496
C -0.8465 3.7845 9.0399
N -0.2057 3.2031 7.8566
C -0.9807 3.6352 6.6485
C -0.7282 2.5646 5.5264
O 0.6887 2.3574 5.1850
C 0.8972 1.2422 4.3249
H -1.0498 1.6355 12.4535
H 0.7292 1.4243 12.0371
H -0.4011 0.2541 11.5857
H 0.7401 3.3348 10.5246
H -0.6923 3.7920 11.1759
H -0.8782 4.8739 9.0560
H -1.9019 3.5606 8.8847
H -0.4520 2.2315 7.9806
H -0.8300 4.6596 6.3081
H -2.0416 3.5166 6.8687
H -1.3469 2.8007 4.6607
H -1.0358 1.6334 6.0021
H 0.0233 1.1583 3.6789
H 0.9838 0.3239 4.9058
H 1.7365 1.4166 3.6517
C -0.3003 6.0423 1.2478
O 0.4257 4.9609 0.6011
C 0.7796 3.9102 1.4592
C 1.9617 3.1647 0.8969
N 3.2647 3.6510 1.4140
C 3.5285 3.5376 2.7678
C 4.5336 4.5275 3.2965
O 5.8177 4.5080 2.7643
C 6.7679 5.4392 3.2947
H -0.5335 6.8472 0.5507
H 0.2749 6.4295 2.0888
H -1.2500 5.7043 1.6623
H -0.0989 3.2652 1.4430
H 0.9346 4.1535 2.5103
H 2.0309 3.2932 -0.1833
H 1.9421 2.0887 1.0699
H 3.3578 4.6396 1.2295
H 4.0216 2.5743 2.8984
H 2.6822 3.4641 3.4508
H 4.6163 4.3522 4.3691
H 4.0533 5.5060 3.2927
H 6.8988 5.6575 4.3546
H 6.5599 6.4255 2.8797
H 7.6831 5.1980 2.7539
C -7.2103 2.6090 -0.6390
O -6.3384 3.6520 -0.8683
C -5.7095 4.1838 0.3278
C -4.4837 3.3130 0.8081
N -3.5597 2.9191 -0.2508
C -2.5528 3.8677 -0.6195
C -1.9924 3.6258 -2.0128
O -1.2807 2.3290 -1.9612
C -0.2148 2.1798 -2.8518
H -8.1161 2.8572 -0.0859
H -6.8502 1.6680 -0.2232
H -7.6115 2.3877 -1.6279
H -6.4703 4.3223 1.0960
H -5.3317 5.1943 0.1719
H -4.8296 2.3922 1.2778
H -4.0252 3.9395 1.5731
H -4.1147 2.9131 -1.0946
H -1.8345 3.8481 0.2001
H -2.9403 4.8865 -0.6208
H -1.3000 4.4332 -2.2514
H -2.7366 3.8326 -2.7819
H 0.5834 2.6718 -2.2959
H -0.4295 2.6130 -3.8287
H -0.0397 1.1279 -3.0774
C 3.7423 7.2657 1.2729
O 3.5818 6.2449 0.3115
C 4.5765 6.1451 -0.6942
C 3.9685 5.2151 -1.7822
N 2.9122 5.7012 -2.6584
C 1.6149 5.8964 -2.0963
C 0.6945 6.6075 -3.1691
O 1.1362 7.9475 -3.5635
C 1.4712 7.9747 -4.9631
H 3.4414 8.2656 0.9604
H 4.7684 7.4088 1.6119
H 3.0663 7.0122 2.0895
H 5.5236 5.7470 -0.3300
H 4.7358 7.1680 -1.0356
H 3.8148 4.2526 -1.2944
H 4.8301 5.1628 -2.4477
H 3.1315 6.6312 -2.9858
H 1.8394 6.6053 -1.2993
H 1.1322 4.9818 -1.7517
H -0.3244 6.7116 -2.7960
H 0.7466 5.9117 -4.0065
H 2.3356 7.3170 -5.0547
H 1.7289 8.9330 -5.4139
H 0.6605 7.5655 -5.5660
C 8.6984 -7.4957 2.8023
O 7.2676 -7.7074 2.8113
C 6.6745 -6.4800 2.6373
C 5.1821 -6.6958 2.4583
N 4.3679 -5.5226 2.1547
C 4.3893 -4.5862 3.2360
C 3.1670 -3.6876 3.2061
O 2.0731 -4.2426 3.8812
C 1.0209 -3.2470 4.1450
H 8.9598 -7.1722 3.8098
H 9.0196 -6.6802 2.1543
H 9.3024 -8.3665 2.5475
H 7.0670 -5.9652 1.7604
H 6.9526 -5.8679 3.4953
H 4.8638 -7.1749 3.3842
H 5.0480 -7.4631 1.6958
H 3.3924 -5.7504 2.0253
H 5.2720 -3.9606 3.3686
H 4.3697 -5.2105 4.1293
H 2.8802 -3.4160 2.1901
H 3.3830 -2.7407 3.7007
H 0.0314 -3.6458 4.3684
H 0.8280 -2.7758 3.1813
H 1.2732 -2.4113 4.7978
C 0.4875 -9.1712 -2.3639
O 0.6420 -8.3287 -1.2341
C 1.7301 -7.4093 -1.2455
C 1.6654 -6.5054 0.0041
N 0.5269 -5.6249 -0.0174
C 0.2472 -4.9809 1.3408
C -1.1143 -4.1857 1.3015
O -2.2029 -5.1089 1.2956
C -3.4687 -4.4460 1.0926
H 0.2478 -10.2228 -2.2064
H 1.3030 -9.0165 -3.0705
H -0.3884 -8.7584 -2.8642
H 1.6626 -6.7805 -2.1333
H 2.7393 -7.8008 -1.3736
H 2.5367 -5.8537 0.0687
H 1.6826 -7.0968 0.9195
H -0.2478 -5.9747 -0.5630
H 1.0996 -4.3246 1.5157
H 0.1693 -5.7203 2.1378
H -1.1330 -3.6015 0.3814
H -1.0662 -3.5819 2.2078
H -3.6115 -4.2688 0.0266
H -3.6175 -3.5790 1.7362
H -4.1667 -5.1965 1.4636
C -6.3391 -1.3401 -8.6902
O -5.1443 -0.5321 -8.6962
C -5.1530 0.3711 -7.5657
C -4.0188 1.4111 -7.7475
N -2.6785 0.8090 -7.5886
C -2.3903 0.2453 -6.2561
C -0.8806 0.1364 -5.9313
O -0.4345 1.4658 -5.8842
C 0.9675 1.7561 -5.9637
H -6.0788 -2.2854 -8.2141
H -6.5710 -1.5597 -9.7323
H -7.2186 -0.8517 -8.2708
H -5.2210 -0.1756 -6.6251
H -6.0370 0.9662 -7.7949
H -4.1175 2.1675 -6.9689
H -4.1138 2.0127 -8.6515
H -1.8306 1.3398 -7.7278
H -2.9514 -0.6878 -6.2050
H -2.9135 0.8988 -5.5580
H -0.4149 -0.4853 -6.6960
H -0.6487 -0.2737 -4.9484
H 1.2418 2.7906 -5.7571
H 1.2197 1.5474 -7.0034
H 1.4571 1.0887 -5.2546
C -0.2288 -2.9519 -4.2527
O 0.8403 -2.3990 -5.0354
C 1.2436 -3.2633 -6.0806
C 2.2346 -2.6660 -7.0807
N 3.5759 -2.5821 -6.4955
C 4.6297 -2.6247 -7.4637
C 4.5589 -1.5230 -8.4925
O 3.6836 -1.7762 -9.5672
C 3.7932 -0.8291 -10.5932
H -1.2013 -2.8909 -4.7412
H -0.2424 -2.3594 -3.3379
H -0.0620 -4.0245 -4.1537
H 0.4668 -3.6299 -6.7516
H 1.7715 -4.1200 -5.6616
H 1.9148 -1.6594 -7.3500
H 2.1776 -3.2812 -7.9786
H 3.7126 -3.3412 -5.8434
H 4.6013 -3.6433 -7.8506
H 5.5639 -2.5429 -6.9082
H 5.5452 -1.2804 -8.8880
H 4.2598 -0.5830 -8.0289
H 4.7826 -0.4599 -10.8633
H 3.2522 0.0931 -10.3808
H 3.4212 -1.1957 -11.5499
C -0.8969 0.1088 1.1432
O -0.7923 -0.8608 1.8772
N -1.7724 1.0375 1.3918
N -0.4869 0.1579 -0.0656
H -2.1102 1.6215 0.6401
H -2.2951 0.9109 2.2467
H -0.7295 0.8937 -0.7134
H 0.1732 -0.5355 -0.3876
C 3.5006 0.3057 -3.6114
O 4.0030 0.9634 -2.7370
N 3.9929 0.1623 -4.8305
N 2.5496 -0.5457 -3.4636
H 4.2549 1.0073 -5.3176
H 3.7298 -0.6801 -5.3218
H 2.1746 -1.0450 -4.2574
H 2.1587 -0.6227 -2.5355
C 2.7231 -1.9441 -0.6703
O 1.6455 -1.4719 -0.7784
N 2.8443 -3.2385 -0.6226
N 3.8701 -1.2924 -0.6584
H 3.6055 -3.8094 -0.9614
H 2.0284 -3.7509 -0.3195
H 3.8324 -0.2952 -0.5029
H 4.6652 -1.9055 -0.5479
C 5.9815 1.6553 -0.2151
O 6.6549 1.0086 -0.9461
N 6.2818 1.9448 1.0414
N 4.7693 2.0512 -0.4562
H 5.5891 2.3859 1.6294
H 7.2281 2.1580 1.3229
H 4.4216 1.7524 -1.3561
H 4.3282 2.5958 0.2711
C -2.6798 -5.5193 5.0046
O -2.9227 -4.3412 5.0554
N -2.2860 -6.1096 3.8661
N -2.8765 -6.2898 6.0097
H -2.2682 -7.1149 3.7706
H -2.1109 -5.4473 3.1240
H -2.6840 -7.2590 5.8007
H -3.1446 -5.9729 6.9304
C -3.2835 -0.9800 4.6333
O -3.3235 0.2226 4.4519
N -4.1237 -1.6416 5.2968
N -2.3221 -1.7528 4.2970
H -4.8162 -1.0431 5.7239
H -3.9101 -2.6102 5.4874
H -1.5721 -1.4445 3.6949
H -2.4850 -2.7253 4.5154
C -5.2108 3.1479 4.3076
O -5.9056 4.0987 4.5767
N -5.5275 2.0251 3.8556
N -3.9127 3.1890 4.3874
H -6.5127 1.8127 3.7898
H -4.8632 1.2918 3.6531
H -3.3070 2.3951 4.2363
H -3.5114 4.1116 4.2991
*
```

Below is a structure of composition C61H48N8O4PW in a non-equilibrium geometry, with properties calculated with ωB97M-V/def2-TZVPD.

Properties
- Total energy: -95239.3099 eV
- E_HOMO (spin up / spin down): -14.845 / -14.845 eV
- E_LUMO (spin up / spin down): -9.705 / -9.701 eV
- Kohn-Sham gap (spin up / spin down): 0.189 / 0.189 Ha

Geometry as ORCA input:
```
! RIJCOSX wB97M-V def2-TZVPD def2/J DEFGRID3
* xyz 3 1
W -0.0712 0.6087 -0.2285
C 4.5950 -2.3383 1.2002
N 3.8136 -1.2538 0.6232
C 2.4906 -1.0669 0.7698
N 2.0864 0.0253 0.1115
C 3.2304 0.5532 -0.4791
C 4.3108 -0.2452 -0.1588
C 5.7432 -0.0189 -0.3834
C 6.5926 -1.0256 -0.8430
C 7.9524 -0.7865 -0.9622
C 8.4756 0.4527 -0.6240
C 7.6328 1.4631 -0.1797
C 6.2733 1.2345 -0.0651
C 3.2196 1.7443 -1.3299
C 2.3068 2.7614 -1.0740
C 2.2574 3.9066 -1.8527
C 3.1355 4.0415 -2.9148
C 4.0717 3.0460 -3.1693
C 4.1206 1.9068 -2.3851
P 1.4533 -2.1005 1.8445
C 0.5986 -0.6816 2.6301
N 0.1015 0.3750 1.9789
C -0.4447 1.2080 2.9271
C -0.2751 0.6486 4.1728
N 0.3848 -0.5428 3.9523
C 0.8158 -1.4807 4.9810
C -0.5411 1.2124 5.5005
C -0.1068 2.5118 5.7749
C -0.2405 3.0338 7.0495
C -0.8297 2.2773 8.0540
C -1.3048 1.0034 7.7765
C -1.1594 0.4689 6.5067
C -1.0764 2.4428 2.4886
C -0.4711 3.1076 1.4109
C -1.0523 4.2488 0.8713
C -2.2246 4.7410 1.4215
C -2.7914 4.1195 2.5312
C -2.2318 2.9648 3.0581
C 0.0997 -2.4241 0.6696
N -0.6053 -1.5003 -0.0138
C -1.6948 -2.1763 -0.5744
C -1.6188 -3.4979 -0.1924
N -0.4942 -3.6203 0.5779
C 0.0045 -4.8642 1.1509
C -2.5032 -4.6168 -0.5353
C -2.7699 -4.9160 -1.8707
C -3.6001 -5.9784 -2.1852
C -4.1849 -6.7327 -1.1771
C -3.9360 -6.4269 0.1537
C -3.0903 -5.3790 0.4761
C -2.8094 -1.6239 -1.3636
C -4.1152 -1.9464 -0.9917
C -5.1871 -1.5098 -1.7518
C -4.9709 -0.7503 -2.8917
C -3.6760 -0.4282 -3.2703
C -2.6019 -0.8666 -2.5135
H 4.1213 -2.6962 2.1108
H 5.5920 -1.9731 1.4325
H 4.6849 -3.1653 0.4971
H 6.1913 -1.9846 -1.1463
H 8.6044 -1.5699 -1.3233
H 9.5384 0.6323 -0.7084
H 8.0384 2.4314 0.0799
H 5.6203 2.0222 0.2895
H 1.6802 2.6866 -0.1818
H 1.5487 4.6921 -1.6272
H 3.1084 4.9319 -3.5276
H 4.7708 3.1627 -3.9862
H 4.8532 1.1395 -2.5927
H 1.0413 -0.9305 5.8908
H 1.7058 -2.0106 4.6522
H 0.0312 -2.2036 5.2003
H 0.3557 3.0995 4.9917
H 0.1219 4.0302 7.2623
H -0.9258 2.6847 9.0509
H -1.7882 0.4214 8.5490
H -1.5628 -0.5129 6.2906
H 0.5713 2.8681 1.2009
H -0.5767 4.7760 0.0544
H -2.6804 5.6300 1.0077
H -3.6763 4.5405 2.9893
H -2.6992 2.4707 3.8997
H -0.4190 -5.6992 0.6004
H -0.2843 -4.9599 2.1970
H 1.0885 -4.9025 1.0776
H -2.3111 -4.3278 -2.6557
H -3.7904 -6.2245 -3.2209
H -4.8429 -7.5529 -1.4289
H -4.4008 -7.0072 0.9388
H -2.9129 -5.1321 1.5166
H -4.2849 -2.5427 -0.1041
H -6.1943 -1.7690 -1.4539
H -5.8095 -0.4295 -3.4949
H -3.4925 0.1403 -4.1731
H -1.5993 -0.7203 -2.8715
O -0.1546 1.7354 -2.0505
C 0.2928 0.7670 -2.7466
O 0.6249 -0.2577 -2.0485
C 0.3701 0.7834 -4.1950
C -0.3145 1.7599 -4.9284
C -0.3179 1.7061 -6.3093
C 0.3797 0.7034 -6.9723
C 1.0851 -0.2301 -6.2284
C 1.0762 -0.2213 -4.8509
N 1.8940 -1.2619 -6.9111
O 2.6783 -1.8769 -6.2142
O 1.7166 -1.4062 -8.0962
H -0.8496 2.5371 -4.3985
H -0.8649 2.4463 -6.8757
H 0.3858 0.6339 -8.0516
H 1.6287 -0.9765 -4.3104
N -1.7809 1.0403 -0.0603
C -3.0333 1.5072 0.1289
C -3.4681 2.6195 -0.6182
C -4.7548 3.0879 -0.4752
C -5.6317 2.4651 0.4084
C -5.2002 1.3854 1.1735
C -3.9165 0.9044 1.0424
H -2.7686 3.0736 -1.3089
H -5.0787 3.9388 -1.0585
H -6.6526 2.8119 0.4916
H -5.8790 0.9029 1.8635
H -3.5710 0.0664 1.6348
*
```